Record 1
Molecular formula: C23H24BrN13O5STa
Method: DFT, ωB97M-V with the def2-TZVPD basis set

HOMO energy = -17.254 eV
Lowest unoccupied orbital energy = -11.0 eV
Total charge = +3

```
68
Properties=species:S:1:pos:R:3:mulliken_charge:R:1
Ta -0.295 0.004 -0.056 1.5447
O 2.179 -3.697 -5.199 -0.4908
C 1.706 -2.800 -4.378 0.7145
C 0.472 -2.142 -4.533 -0.7978
C 0.037 -1.276 -3.561 -0.4988
N 0.722 -1.013 -2.437 0.1528
C 1.933 -1.573 -2.343 0.0887
Br 2.898 -1.018 -0.795 -0.0448
C 2.479 -2.442 -3.251 -0.6089
H 1.603 -3.917 -5.950 0.3491
H -0.150 -2.324 -5.393 0.4036
H -0.911 -0.767 -3.662 0.6188
H 3.465 -2.865 -3.126 0.5215
N 1.227 -2.950 1.553 -0.0658
C 1.677 -1.860 2.166 0.1328
N 2.582 -2.046 3.101 -0.7522
C 3.096 -0.983 3.724 0.2048
N 4.036 -1.120 4.628 -0.2838
N 2.657 0.273 3.445 -0.6674
C 1.762 0.410 2.517 0.3580
N 1.217 -0.608 1.796 0.7354
C 1.333 1.792 2.248 0.5261
C 1.627 2.803 3.163 -0.7255
C 1.178 4.092 2.912 -0.4877
C 0.478 4.326 1.735 -1.0232
C 0.264 3.272 0.858 0.0063
N 0.668 2.028 1.111 -0.0341
H 1.623 -3.824 1.866 0.2577
H 0.473 -2.966 0.887 0.1925
H 4.390 -2.037 4.856 0.2795
H 4.444 -0.304 5.061 0.2611
H 2.195 2.556 4.048 0.5116
H 1.367 4.895 3.612 0.5024
H 0.104 5.306 1.480 0.4640
H -0.260 3.431 -0.073 0.4201
O -0.774 -2.395 -0.450 -0.3918
N -1.724 -2.289 -1.244 0.0288
O -2.025 -1.138 -1.535 -0.1094
N -6.664 -1.473 1.638 -0.3463
C -5.579 -1.430 1.991 -0.3082
C -4.230 -1.407 2.441 -0.1443
C -3.898 -1.769 3.747 -0.2441
C -2.561 -1.751 4.106 -1.0456
C -1.611 -1.379 3.165 -0.1574
N -1.930 -1.032 1.917 0.4250
C -3.210 -1.036 1.562 -0.1428
H -4.671 -2.056 4.446 0.5684
H -2.262 -2.034 5.103 0.4987
H -0.565 -1.351 3.430 0.4187
H -3.464 -0.718 0.558 0.6319
C -3.158 1.421 -4.069 -0.8102
N -1.886 1.850 -4.570 0.1841
C -1.773 2.286 -5.961 -0.5419
C -0.302 2.717 -6.083 -0.5532
N 0.181 2.563 -4.717 -0.0743
C -0.772 2.106 -3.911 0.2028
S -0.540 2.031 -2.195 -0.1157
H -3.654 0.811 -4.823 0.3457
H -3.797 2.281 -3.857 0.3398
H -3.053 0.842 -3.154 0.1571
H -2.468 3.112 -6.140 0.3512
H -2.040 1.471 -6.638 0.3385
H -0.185 3.748 -6.425 0.3454
H 0.270 2.064 -6.746 0.3078
H 1.065 2.938 -4.414 0.2232
O -3.349 1.236 -1.090 -0.2766
N -2.465 1.867 -0.606 0.1796
O -1.697 1.141 0.268 -0.0500
```


Record 2
Molecular formula: C7H10O
Method: DFT, ωB97M-V with the def2-TZVPD basis set

HOMO energy = -9.498 eV
SMILES = c1ccccc1.CO
Lowest unoccupied orbital energy = 0.8 eV

```
18
Properties=species:S:1:pos:R:3:mulliken_charge:R:1
C 1.113 -0.960 0.561 0.1518
C 1.398 -0.715 -0.779 -0.6554
C 0.354 -0.801 -1.779 -0.3385
C -0.908 -1.192 -1.294 -0.3389
C -1.025 -1.287 0.053 0.1825
C -0.108 -1.400 0.991 -0.6911
H 1.996 -1.066 1.339 0.2090
H 2.297 -0.361 -1.209 0.3768
H 0.468 -0.582 -2.843 0.3630
H -1.902 -1.320 -1.900 0.2410
H -2.167 -1.164 0.384 0.1373
H -0.044 -1.273 2.060 0.3627
C -0.373 2.322 1.561 -0.3126
O -0.233 2.692 0.135 -0.5398
H -0.673 3.292 2.153 0.2388
H -1.118 1.317 1.680 0.0939
H 0.575 1.977 1.989 0.2040
H -0.272 1.843 -0.624 0.3156
```


Record 3
Molecular formula: C36H39AsCdF6IN4P2S2
Method: DFT, ωB97M-V with the def2-TZVPD basis set

HOMO energy (spin up / spin down) = -6.571 / -7.621 eV
Multiplicity = 2
Lowest unoccupied orbital energy (spin up / spin down) = 0.2 / -1.1 eV
⟨S²⟩ = 0.758

```
92
Properties=species:S:1:pos:R:3:mulliken_charge:R:1
Cd 0.455 -0.344 1.133 3.5711
N 0.405 1.492 -1.683 0.2547
P 0.119 -0.154 -1.434 -0.2768
C 1.260 -1.101 -2.454 0.6030
C 2.385 -0.557 -3.060 -0.1907
C 3.237 -1.373 -3.791 -0.6380
C 2.976 -2.731 -3.897 -0.6118
C 1.860 -3.280 -3.278 -0.5973
C 0.998 -2.468 -2.560 -0.8267
C -1.494 -0.439 -2.211 0.7132
C -2.549 -0.935 -1.460 0.9085
C -3.812 -1.073 -2.027 -1.2318
C -4.018 -0.708 -3.345 -0.6609
C -2.958 -0.224 -4.111 -0.6816
C -1.701 -0.099 -3.550 -0.8282
P 0.466 2.622 -0.352 1.9028
C 1.396 3.889 -1.272 0.1582
C 2.613 3.554 -1.864 0.3422
C 3.356 4.516 -2.532 -0.9248
C 2.883 5.818 -2.620 -0.6057
C 1.674 6.156 -2.032 -0.7635
C 0.935 5.198 -1.355 -0.5951
C -1.258 3.171 -0.232 0.0151
C -2.150 2.876 -1.265 -0.6159
C -3.488 3.227 -1.165 -0.7369
C -3.958 3.881 -0.036 -0.6791
C -3.080 4.189 0.994 -0.6212
C -1.741 3.839 0.897 -0.4803
H 0.782 1.819 -2.567 0.5400
H 2.619 0.491 -2.938 0.1445
H 4.113 -0.948 -4.261 0.4373
H 3.647 -3.367 -4.459 0.3839
H 1.661 -4.340 -3.349 0.4831
H 0.131 -2.903 -2.074 0.3020
H -2.390 -1.264 -0.442 -0.3024
H -4.618 -1.483 -1.433 0.5260
H -4.997 -0.816 -3.790 0.4161
H -3.116 0.042 -5.147 0.4540
H -0.877 0.260 -4.156 0.3957
H 2.999 2.544 -1.781 0.0783
H 4.302 4.245 -2.978 0.4552
H 3.459 6.568 -3.145 0.3841
H 1.302 7.170 -2.097 0.4304
H -0.010 5.473 -0.901 0.3475
H -1.804 2.353 -2.145 0.6187
H -4.162 2.978 -1.973 0.4632
H -5.003 4.152 0.041 0.4143
H -3.432 4.706 1.877 0.4534
H -1.080 4.093 1.712 -0.0142
S 3.201 0.495 0.117 -0.2603
C 3.270 -1.180 0.441 0.0826
N 2.363 -1.817 1.146 -0.1180
C 2.678 -3.167 1.296 -0.4597
C 1.946 -4.099 2.024 -0.0692
C 2.401 -5.401 2.089 -0.9046
C 3.577 -5.786 1.441 -0.4871
C 4.317 -4.868 0.719 -0.5984
C 3.858 -3.558 0.654 0.6204
S 4.563 -2.183 -0.138 -0.2532
H 1.013 -3.826 2.497 0.2741
H 1.821 -6.134 2.632 0.4279
H 3.911 -6.812 1.502 0.3829
H 5.229 -5.162 0.219 0.4020
N -1.783 0.546 1.702 0.3055
C -2.699 -0.067 2.691 -0.7658
C -2.391 0.388 4.113 -0.9245
C -1.422 -0.473 4.919 -0.6532
C 0.053 -0.367 4.570 -0.9300
N 0.410 -1.104 3.340 -0.7102
H -2.182 0.436 0.772 -0.1243
H -1.782 1.555 1.843 -0.3902
H -2.635 -1.152 2.602 0.1110
H -3.727 0.210 2.439 0.7446
H -3.335 0.422 4.660 0.3542
H -2.030 1.424 4.091 0.3740
H -1.725 -1.524 4.851 0.3005
H -1.524 -0.199 5.972 0.4197
H 0.644 -0.761 5.401 0.4231
H 0.337 0.682 4.444 0.3933
H -0.168 -1.942 3.250 -0.0691
H 1.368 -1.441 3.392 0.2878
I 1.502 4.957 2.192 -0.0499
C 1.160 2.962 1.359 -1.8599
H 0.570 2.421 2.102 0.6527
H 2.161 2.535 1.346 0.6106
F -0.760 -2.547 0.774 -0.6064
As -1.918 -3.857 1.121 2.1673
F -1.560 -3.562 2.815 -0.5116
F -3.184 -2.658 1.199 -0.4883
F -3.042 -5.095 1.521 -0.4818
F -2.196 -4.013 -0.579 -0.4707
F -0.626 -4.994 1.032 -0.4615
```


Record 4
Molecular formula: C4H8NO2S
Method: DFT, ωB97M-V with the def2-TZVPD basis set

HOMO energy = -4.221 eV
SMILES = O=C([O-])NCCCS
Lowest unoccupied orbital energy = 2.9 eV
Total charge = -1

```
16
Properties=species:S:1:pos:R:3:mulliken_charge:R:1
O -0.500 0.691 -2.854 -0.7143
C 0.302 -0.162 -2.451 0.5200
O 1.375 -0.620 -2.891 -0.7706
N -0.081 -0.829 -1.169 -0.2482
C -1.048 -0.254 -0.280 -0.7031
C -0.473 0.923 0.601 -0.5525
C 0.617 0.402 1.517 -0.5831
S -0.111 -0.111 3.179 -0.2697
H 0.624 -1.383 -0.713 0.2371
H -1.455 -1.035 0.374 0.3101
H -1.788 0.191 -0.967 0.3527
H -1.317 1.387 1.107 0.3433
H 0.017 1.690 -0.015 0.3077
H 1.413 1.137 1.659 0.4025
H 1.111 -0.498 1.143 0.2627
H 0.765 0.649 3.860 0.1053
```


What did we get for energy above the lowest of the compared OMol25 structures with the same formula, charge and spin? Answer: 188.3 335.2 0.0 28.9 kJ/mol, in the order shown.
What did we get for DFT total energy? Answer: -5007.10605 -347.83551 -6393.95845 -760.70185 a.u., in the order shown.